11
Properties=species:S:1:pos:R:3:lowdin_charge:R:1 method="wB97M-V/def2-TZVPD" gap_ev=9.85 e_tot_ha=-1668.326544 multiplicity=1 lumo_ev=3.60 total_charge=-1 max_force_ev_per_a=0.8
Cl 1.12 2.06 1.61 0.288
S 0.65 -1.09 -0.13 0.415
S -0.60 1.09 0.98 0.176
O -1.54 1.41 2.02 -0.390
O 0.74 -2.50 0.16 -0.345
O -0.84 1.63 -0.33 -0.403
O 1.88 -0.38 -0.36 -0.370
N -0.23 -0.92 -1.53 -0.091
N -0.29 -0.46 1.04 -0.374
H -1.15 -0.56 -1.32 0.041
H 0.26 -0.29 -2.14 0.053

12
Properties=species:S:1:pos:R:3:lowdin_charge:R:1 method="wB97M-V/def2-TZVPD" gap_ev=10.95 e_tot_ha=-264.731779 multiplicity=1 lumo_ev=-3.85 total_charge=+1 max_force_ev_per_a=2.6 e_above_lowest_ev=5.426
O -1.08 0.53 1.56 0.111
N 1.06 -0.01 -1.19 0.016
N -0.49 -0.64 0.94 0.103
C 2.17 0.56 -1.41 -0.018
C -1.87 -0.47 0.90 -0.058
H 0.14 -0.37 0.08 0.071
H 2.65 0.59 -2.38 0.092
H -1.03 0.42 2.55 0.216
H -2.38 -0.10 0.00 0.150
H 0.65 -0.47 -2.00 0.088
H 2.66 1.07 -0.60 0.082
H -2.48 -1.10 1.55 0.147

24
Properties=species:S:1:pos:R:3:lowdin_spin:R:1 method="wB97M-V/def2-TZVPD" gap_ev="6.99 / 7.22" e_tot_ha=-592.504370 multiplicity=3 lumo_ev="-0.44 / -2.03" max_force_ev_per_a=6.9 e_above_lowest_ev=5.642
O -1.30 -2.96 0.82 0.005
O -0.47 -1.29 1.86 0.176
N -0.78 -1.65 -0.80 0.010
C 1.46 0.29 1.33 0.071
C -0.57 -0.46 -1.76 -0.001
C -0.90 0.85 1.58 0.684
C -0.77 1.97 0.60 0.082
C 0.89 -0.17 -1.54 0.004
C -1.44 0.57 -1.37 0.021
C 0.12 0.03 2.12 0.739
C 1.64 -0.40 -0.12 0.024
C -0.82 -1.85 0.58 0.037
C -0.97 1.87 -0.76 0.077
H 1.60 -1.55 -0.09 0.001
H -2.52 0.25 -1.08 0.005
H 1.39 -0.82 -2.23 0.001
H -0.70 2.76 -1.47 0.004
H -1.88 0.39 1.79 0.025
H -1.22 -2.48 -1.31 0.001
H -0.38 2.85 0.98 0.018
H 2.32 -0.21 2.02 0.015
H 2.65 -0.14 -0.58 0.002
H 1.12 0.82 -1.76 0.001
H 1.52 1.35 1.19 0.000

9
Properties=species:S:1:pos:R:3:lowdin_charge:R:1 method="wB97M-V/def2-TZVPD" gap_ev=7.36 e_tot_ha=-695.191778 multiplicity=1 lumo_ev=-2.72 max_force_ev_per_a=7.9 e_above_lowest_ev=3.032
P -1.24 0.15 0.28 1.098
O 0.75 0.78 -1.36 0.016
O 0.44 2.02 0.35 -0.016
N 0.21 1.05 -0.33 -0.656
N 1.93 -0.43 2.65 -0.087
N -1.15 -0.92 -0.95 -0.205
C 1.06 -0.25 1.97 -0.345
H -0.11 -0.82 -1.31 0.102
H -1.88 -1.58 -1.31 0.093

43
Properties=species:S:1:pos:R:3:lowdin_spin:R:1 method="wB97M-V/def2-TZVPD" gap_ev="7.11 / 6.41" e_tot_ha=-6408.423907 multiplicity=5 lumo_ev="-7.42 / -9.08" total_charge=+2 max_force_ev_per_a=0.4 e_above_lowest_ev=0.000
Rh -0.91 1.06 -0.74 2.553
Br -2.02 3.05 -1.25 0.685
Se 1.54 -2.00 -2.28 0.008
P -0.54 1.24 1.69 0.210
N -3.75 -2.13 -3.84 0.002
N -3.95 -2.06 -1.50 0.005
N 3.05 -1.16 -2.60 0.009
N -3.42 -1.60 -2.61 0.007
N 0.73 -0.53 -1.65 0.063
N -2.49 -0.72 -2.47 0.010
N -2.40 -0.55 -1.15 0.091
N 1.25 1.67 -1.28 0.103
C 2.91 0.10 -2.24 0.001
C 2.14 2.61 -1.39 0.006
C -0.65 -1.49 2.19 0.033
C 1.63 0.42 -1.72 0.012
C 3.86 1.17 -2.32 -0.005
C -3.29 -1.37 -0.59 0.010
C -2.02 1.42 2.69 0.031
C 1.27 -2.93 2.15 0.041
C 3.46 2.40 -1.91 0.005
C -0.10 -2.75 2.31 -0.003
C 0.64 2.48 2.25 0.031
C 1.55 -0.58 1.75 0.030
C 2.09 -1.85 1.88 -0.002
C 0.17 -0.39 1.92 0.040
H 1.69 -3.92 2.26 0.002
H -0.74 -3.60 2.55 -0.001
H 0.17 3.46 2.20 0.000
H 2.20 0.26 1.55 0.001
H 1.85 3.61 -1.07 0.001
H 1.53 2.48 1.63 0.001
H -1.72 -1.35 2.35 0.001
H 0.92 2.26 3.28 0.008
H 4.85 0.99 -2.72 0.000
H 3.16 -1.99 1.78 -0.001
H 4.13 3.25 -1.96 0.001
H -1.78 1.22 3.74 0.008
H -2.81 0.75 2.36 0.001
H -3.46 -1.47 0.47 0.000
H -4.68 -2.52 -3.76 0.000
H -3.70 -1.39 -4.54 0.000
H -2.38 2.45 2.59 0.000

55
Properties=species:S:1:pos:R:3:lowdin_charge:R:1 method="wB97M-V/def2-TZVPD" gap_ev=4.27 e_tot_ha=-1155.997419 multiplicity=1 lumo_ev=2.53 total_charge=-1 max_force_ev_per_a=0.8 e_above_lowest_ev=0.000
O -0.07 -4.67 -0.31 -0.047
O -0.61 0.88 0.45 -0.042
N 1.03 -1.92 -2.25 0.087
N -2.89 -0.92 0.02 0.121
N -0.52 -2.41 -0.10 -0.040
N -0.01 0.94 2.62 -0.145
C -0.48 1.09 3.98 -0.063
C 2.08 2.76 -1.53 -0.600
C 2.00 -4.10 -2.11 -0.023
C -3.81 0.03 0.18 -0.146
C 1.08 -3.13 -1.71 -0.201
C -4.42 0.32 1.40 -0.103
C -2.52 -1.63 1.08 -0.272
C -1.75 2.47 1.80 0.007
C 1.84 1.29 -1.80 -0.209
C 1.90 -1.62 -3.21 -0.151
C -0.76 1.36 1.57 -0.492
C -3.07 -1.40 2.35 -0.041
C -4.03 -0.42 2.51 -0.097
C -1.53 -2.75 0.87 -0.218
C 2.90 -3.78 -3.10 -0.085
C 0.92 -0.16 2.39 -0.031
C 0.82 3.57 -1.87 -0.135
C 0.09 -3.46 -0.60 -0.547
C 3.28 3.38 -2.26 -0.141
C 2.86 -2.51 -3.67 -0.076
Li -0.15 -0.58 -0.75 0.580
H -1.27 0.37 4.22 0.085
H -0.85 2.10 4.16 0.077
H -4.07 0.59 -0.71 0.108
H -5.16 1.10 1.47 0.096
H 1.27 -0.12 1.36 0.079
H 0.91 4.62 -1.58 0.056
H 0.45 -1.13 2.57 0.088
H 3.41 4.45 -2.03 0.049
H -0.05 3.13 -1.37 0.048
H 1.96 -5.06 -1.62 0.104
H 3.55 -2.20 -4.44 0.093
H 3.64 -4.50 -3.43 0.094
H 0.64 3.53 -2.95 0.065
H 1.39 1.15 -2.80 -0.033
H 0.36 0.92 4.66 0.085
H -1.09 -3.01 1.85 0.109
H -2.09 -3.64 0.57 0.123
H -2.61 2.10 2.38 0.067
H 2.27 2.91 -0.46 0.098
H 1.77 -0.04 3.06 0.087
H -2.73 -1.99 3.19 0.107
H -4.46 -0.22 3.48 0.100
H 2.77 0.70 -1.78 -0.031
H 1.85 -0.61 -3.60 0.075
H -2.10 2.81 0.83 0.087
H -1.30 3.30 2.34 0.082
H 3.16 3.27 -3.34 0.060
H 4.20 2.86 -1.98 0.053

16
Properties=species:S:1:pos:R:3:lowdin_charge:R:1 method="wB97M-V/def2-TZVPD" gap_ev=9.25 e_tot_ha=-383.851102 smiles="CC(=O)[C@H](C)C=C=O" multiplicity=1 lumo_ev=0.68 max_force_ev_per_a=3.0 e_above_lowest_ev=1.606
O -2.88 1.32 0.65 0.190
O 0.62 0.74 1.58 0.082
C 0.07 0.05 -0.71 -0.282
C 1.17 -1.53 1.09 -0.010
C -1.31 -0.35 -0.28 -0.095
C 0.24 1.49 -1.16 -0.059
C 0.56 -0.18 0.81 -0.442
C -2.24 0.50 0.12 -0.153
H 0.79 -2.30 0.41 0.076
H -0.07 2.18 -0.37 0.082
H 0.50 -0.68 -1.40 0.136
H 0.99 -1.81 2.12 0.087
H -1.59 -1.39 -0.38 0.119
H -0.37 1.69 -2.04 0.086
H 1.29 1.68 -1.38 0.087
H 2.25 -1.44 0.94 0.096

58
Properties=species:S:1:pos:R:3:lowdin_charge:R:1 method="wB97M-V/def2-TZVPD" gap_ev="6.56 / 6.56" e_tot_ha=-3508.458267 multiplicity=1 lumo_ev="-1.04 / -1.04" max_force_ev_per_a=0.9 e_above_lowest_ev=2.947
Rh -0.33 -0.11 -0.70 0.936
S 0.78 -3.56 -0.73 1.197
S 3.36 2.43 -2.05 0.876
S 0.58 1.92 -0.97 0.740
P -3.45 -0.09 -1.06 0.195
P -1.62 -1.59 -2.72 0.165
O -4.72 0.60 -1.25 -0.259
O -2.22 0.68 -0.60 -0.417
O -1.95 -2.22 -4.14 -0.097
O -3.54 -1.31 -0.01 -0.137
O -3.00 -0.82 -2.45 -0.254
O -1.42 -2.65 -1.69 -0.348
O -0.51 -0.57 -2.84 -0.368
N 0.22 -3.08 0.79 -0.143
N -0.31 -0.69 1.18 -0.084
N 1.62 -0.58 -0.49 -0.172
N 2.59 0.14 -1.14 -0.052
C 2.74 -4.54 1.03 -0.082
C 0.71 -1.71 1.36 -0.460
C 0.30 -1.43 3.78 -0.090
C 1.92 -1.27 0.54 -0.064
C -1.22 -7.60 -1.32 -0.065
C 1.05 -1.94 2.79 -0.055
C -1.03 -6.74 -2.40 -0.057
C -0.05 -5.14 -0.92 -0.369
C 2.44 3.97 -2.21 -0.437
C -0.45 -5.50 -2.20 -0.068
C 2.41 -4.14 -0.25 -0.385
C 4.03 -4.96 1.30 -0.057
C 4.65 -4.57 -1.00 -0.062
C -0.81 -0.58 3.51 -0.099
C -0.23 -5.99 0.16 -0.064
C -1.03 -0.21 2.22 -0.143
C 4.98 -4.98 0.29 -0.065
C 3.36 -4.14 -1.27 -0.071
C -0.82 -7.22 -0.04 -0.061
C 2.18 1.34 -1.37 -1.043
H -1.80 0.49 1.93 0.114
H 1.93 -2.55 3.00 0.094
H 4.30 -5.27 2.30 0.111
H -1.43 -0.18 4.30 0.093
H -0.34 -4.80 -3.02 0.114
H 0.08 -5.68 1.15 0.104
H 3.09 -3.78 -2.26 0.118
H 5.39 -4.58 -1.78 0.111
H -0.98 -7.89 0.79 0.110
H 5.99 -5.31 0.50 0.109
H -1.68 -8.56 -1.48 0.109
H 3.14 4.67 -2.68 0.035
H -0.81 -3.04 0.72 0.105
H 1.98 -4.51 1.81 0.096
H 2.94 -1.39 0.86 0.147
H 1.58 3.84 -2.86 0.030
H -4.40 -1.75 -0.08 0.082
H -1.35 -7.03 -3.39 0.112
H 0.56 -1.65 4.81 0.105
H 2.14 4.36 -1.24 0.030
H -2.14 -1.54 -4.80 0.088

18
Properties=species:S:1:pos:R:3:lowdin_charge:R:1 method="wB97M-V/def2-TZVPD" gap_ev=8.49 e_tot_ha=-326.978558 smiles="C=N/C=C/CC.O" multiplicity=1 lumo_ev=-0.12 max_force_ev_per_a=3.7 e_above_lowest_ev=4.158
O -2.73 -3.18 -0.27 -0.118
N -1.34 -0.13 0.48 -0.057
C 3.47 0.98 -0.31 -0.093
C -0.39 0.35 -0.41 -0.209
C 0.73 1.00 -0.09 -0.104
C 2.01 1.32 -0.90 -0.231
C -1.67 0.25 1.65 -0.054
H 1.87 2.34 -1.14 0.076
H 3.45 -0.11 0.06 0.093
H -0.71 0.16 -1.48 0.120
H -2.77 0.51 1.82 0.092
H 0.72 1.39 0.96 0.106
H -0.97 0.72 2.45 0.082
H 3.50 1.60 0.59 0.050
H -3.19 -2.97 -1.11 0.030
H -1.98 -2.48 -0.27 0.048
H 1.93 0.65 -1.83 0.118
H 4.34 1.23 -0.91 0.052

31
Properties=species:S:1:pos:R:3:lowdin_charge:R:1 method="wB97M-V/def2-TZVPD" gap_ev=8.89 e_tot_ha=-1661.402156 smiles=c1ccc2c(c1)SCCCSCCCS2 multiplicity=1 lumo_ev=0.64 max_force_ev_per_a=2.2 e_above_lowest_ev=0.000
S -1.48 -1.22 -2.32 0.861
S -1.53 1.46 1.82 0.914
S 0.24 -1.29 1.96 0.932
C 2.08 2.65 0.48 -0.100
C -2.39 1.06 -0.89 -0.279
C 0.61 -2.16 -0.73 -0.291
C 2.89 1.53 0.56 -0.072
C -0.87 -2.31 -1.03 -0.540
C -1.21 0.48 -1.70 -0.470
C 2.30 0.31 0.98 -0.099
C 0.77 2.58 0.86 -0.128
C 0.16 1.40 1.29 -0.550
C -2.48 0.58 0.60 -0.498
C 0.93 -2.52 0.78 -0.445
C 0.95 0.21 1.37 -0.550
H 0.95 -1.12 -0.85 0.077
H -2.27 -0.51 0.59 0.040
H -3.49 0.76 0.98 0.069
H -3.32 0.86 -1.44 0.100
H 0.14 3.46 0.70 0.109
H 2.03 -2.61 0.80 0.069
H 0.49 -3.46 1.10 0.069
H 2.54 3.60 0.21 0.110
H -1.12 -3.34 -1.29 0.081
H -1.46 -2.13 -0.13 0.038
H 3.02 -0.52 1.03 0.108
H 3.90 1.39 0.16 0.111
H -1.13 1.06 -2.63 0.071
H 1.24 -2.90 -1.25 0.115
H -0.24 0.57 -1.22 0.054
H -2.26 2.15 -0.78 0.094

9
Properties=species:S:1:pos:R:3:lowdin_charge:R:1 method="wB97M-V/def2-TZVPD" gap_ev=7.88 e_tot_ha=-818.621545 multiplicity=1 lumo_ev=-0.32 max_force_ev_per_a=3.2 e_above_lowest_ev=2.077
S -1.04 2.15 -0.27 0.762
P -0.94 -1.68 -0.47 0.685
C 0.05 1.51 1.04 -0.481
C -0.04 0.73 -0.19 -0.686
H 0.96 2.08 1.23 0.069
H 0.77 0.64 -0.89 0.025
H 0.31 -2.13 -0.89 -0.220
H -1.33 -1.35 -1.77 -0.215
H -0.46 1.18 1.93 0.061

9
Properties=species:S:1:pos:R:3:lowdin_charge:R:1 method="wB97M-V/def2-TZVPD" gap_ev=7.97 e_tot_ha=-1273.025323 multiplicity=1 lumo_ev=-0.81 max_force_ev_per_a=4.9 e_above_lowest_ev=3.443
S -2.36 0.31 2.25 0.622
S 0.59 -0.51 1.75 0.693
S -1.03 0.85 -0.29 0.519
C 0.91 0.27 -1.62 -0.075
C -0.92 0.21 1.53 -1.630
H 1.23 0.07 -0.56 -0.085
H 0.48 -0.57 -2.30 0.038
H 1.10 1.06 -2.33 -0.007
H -0.01 -1.70 1.57 -0.076